# 1
ORCA calculation (ωB97M-V/def2-TZVPD) on a molecular structure, C4H10O2 in a non-equilibrium geometry.

Each line ends with the Löwdin charge.
CARTESIAN COORDINATES (ANGSTROEM)
C1 -0.49 -0.33 2.01  -0.041
C2 0.59 -0.78 1.04  -0.568
O1 -0.33 -1.24 -0.41  -0.101
O2 1.40 -1.67 1.31  -0.063
H1 0.12 -2.07 -0.60  0.083
H2 -1.20 0.34 1.52  0.062
H3 -1.02 -1.21 2.36  0.082
H4 -0.03 0.19 2.85  0.082
C3 -0.40 1.40 -1.34  -0.101
C4 0.46 0.19 -1.49  0.006
H5 -1.44 1.12 -1.22  0.090
H6 -0.32 1.99 -2.27  0.095
H7 -0.09 2.03 -0.51  0.081
H8 0.22 -0.43 -2.34  0.092
H9 1.53 0.32 -1.39  0.107
H10 1.01 0.14 0.47  0.093

Properties
**Calculated total energy**: -8401.4573 eV
**Highest occupied orbital energy (spin up / spin down)**: -8.19 / -8.19 eV
**Spin multiplicity**: 1
**F_max**: 3.1 eV/A


# 2
ORCA calculation (ωB97M-V/def2-TZVPD) on a single C3H9N3O molecule in a non-equilibrium geometry.

Each line ends with the Löwdin charge.
CARTESIAN COORDINATES (ANGSTROEM)
N1 -2.36 0.64 0.24  -0.010
C1 -1.11 0.97 0.97  -0.314
N2 -0.06 0.07 0.59  -0.075
C2 0.33 -0.05 -0.79  -0.169
C3 1.37 -1.17 -0.88  -0.516
N3 2.51 -1.04 -0.12  0.147
O1 1.01 -2.24 -1.31  0.054
H1 -3.02 1.42 0.30  0.063
H2 -2.18 0.78 -0.76  0.046
H3 -0.85 2.02 0.74  0.107
H4 -1.35 0.99 2.03  0.111
H5 -0.16 -0.78 1.12  0.124
H6 -0.37 -0.37 -1.56  0.108
H7 0.68 0.96 -1.04  0.126
H8 3.13 -1.84 -0.17  0.110
H9 2.46 -0.38 0.64  0.086

Properties
**Calculated total energy**: -9774.3849 eV
**Highest occupied orbital energy**: -9.26 eV
**SMILES**: NCNCC(N)=O
**Spin multiplicity**: 1
**F_max**: 2.4 eV/A


# 3
ORCA calculation (ωB97M-V/def2-TZVPD) on a molecular structure, C23H18BrFeN2O4S.

Each line ends with the Löwdin spin population.
CARTESIAN COORDINATES (ANGSTROEM)
Fe1 0.10 -0.06 -0.26  1.049
O1 -0.77 4.57 2.29  0.000
C1 -0.68 4.87 0.96  0.000
C2 -0.89 6.19 0.59  0.000
C3 -0.79 6.55 -0.75  0.000
C4 -0.49 5.61 -1.72  0.000
C5 -0.28 4.29 -1.34  -0.001
C6 -0.37 3.91 -0.01  -0.001
C7 -0.08 2.48 0.40  0.003
O2 0.17 1.65 -0.68  0.016
N1 -1.25 1.97 1.17  0.004
N2 -1.23 0.57 1.08  -0.007
C8 -2.08 -0.10 1.76  -0.012
C9 -2.19 -1.55 1.57  0.002
Br1 -1.33 -2.19 -0.01  0.019
C10 -2.90 -2.39 2.34  -0.008
C11 -3.54 -2.07 3.62  -0.001
C12 -4.79 -2.64 3.89  -0.001
C13 -5.44 -2.36 5.08  0.000
C14 -4.85 -1.52 6.01  -0.001
C15 -3.60 -0.97 5.77  0.000
C16 -2.94 -1.25 4.58  -0.001
H1 -0.82 3.61 2.41  0.000
H2 -1.12 6.91 1.36  0.000
H3 -0.95 7.59 -1.03  0.000
H4 -0.41 5.89 -2.76  0.000
H5 -0.03 3.54 -2.07  0.000
H6 0.77 2.45 1.09  0.001
H7 -2.10 2.29 0.72  0.000
H8 -2.77 0.39 2.44  -0.001
H9 -3.02 -3.41 1.99  0.000
H10 -5.24 -3.30 3.16  0.000
H11 -6.41 -2.80 5.28  0.000
H12 -5.36 -1.31 6.95  0.000
H13 -3.13 -0.34 6.51  0.000
H14 -1.94 -0.87 4.42  0.000
O3 2.60 -1.31 -3.08  -0.001
C17 2.28 -0.90 -1.98  0.001
O4 1.02 -0.78 -1.63  -0.003
C18 3.34 -0.50 -0.98  0.002
C19 4.64 -0.43 -1.48  0.000
C20 5.71 -0.09 -0.67  0.002
C21 5.49 0.18 0.67  0.000
C22 4.21 0.13 1.18  -0.001
C23 3.12 -0.22 0.37  -0.003
S1 1.59 -0.31 1.26  -0.055
H15 4.78 -0.66 -2.53  0.000
H16 6.71 -0.05 -1.09  0.000
H17 6.31 0.45 1.32  0.000
H18 4.03 0.35 2.23  -0.001

Properties
**Calculated total energy**: -150577.4109 eV
**Expectation value of S²**: 0.856
**Highest occupied orbital energy (spin up / spin down)**: -7.92 / -8.02 eV
**Spin multiplicity**: 2
**F_max**: 0.4 eV/A


# 4
ORCA calculation (ωB97M-V/def2-TZVPD) on a molecular structure, C22H19N8O2Rh in a non-equilibrium geometry.

Each line ends with the Löwdin spin population.
CARTESIAN COORDINATES (ANGSTROEM)
Rh1 -2.99 0.23 -1.26  2.095
C1 -4.29 2.84 2.09  0.003
C2 -4.21 1.81 1.15  0.003
N1 -3.04 1.34 0.72  0.037
C3 -1.93 1.89 1.26  0.002
C4 -2.03 2.93 2.17  0.004
N2 -3.20 3.41 2.59  -0.004
C5 -0.60 1.31 0.97  0.012
C6 0.34 1.08 1.95  -0.002
C7 1.53 0.37 1.69  0.022
C8 1.64 -0.29 0.43  -0.004
C9 0.70 -0.05 -0.52  0.016
N3 -0.28 0.86 -0.27  -0.007
C10 0.29 -0.79 -1.78  0.028
C11 1.32 -1.29 -2.75  0.218
N4 0.98 -1.82 -3.86  0.073
C12 -0.27 -1.93 -4.36  0.340
C13 -1.46 -1.17 -4.09  0.044
N5 -1.65 -0.21 -3.25  0.233
C14 2.57 0.23 2.70  0.002
C15 2.30 0.39 4.07  0.006
C16 3.32 0.25 4.98  -0.001
N6 4.54 -0.02 4.55  0.007
C17 4.87 -0.18 3.29  -0.001
C18 3.89 -0.07 2.32  0.006
H1 -5.25 3.20 2.43  0.000
H2 -5.11 1.37 0.74  0.003
H3 -1.14 3.41 2.57  0.000
H4 0.13 1.46 2.94  0.000
H5 2.42 -1.02 0.25  0.000
H6 2.38 -1.14 -2.55  0.007
H7 -0.38 -2.72 -5.10  0.015
H8 -2.34 -1.51 -4.63  -0.001
H9 1.30 0.58 4.44  0.000
H10 3.16 0.34 6.05  0.000
H11 5.91 -0.37 3.05  0.000
H12 4.18 -0.16 1.28  0.000
C19 0.05 -3.29 -1.01  0.008
C20 -0.58 -1.95 -1.23  0.007
N7 -1.77 -1.67 -0.88  0.074
O1 -2.55 -2.63 -0.31  0.013
C21 -0.51 0.31 -2.55  0.037
C22 0.33 1.25 -3.39  0.020
N8 -1.10 1.09 -1.40  0.247
O2 -1.57 2.27 -1.56  0.430
H13 -0.06 -3.60 0.04  0.000
H14 1.11 -3.29 -1.24  0.003
H15 -0.42 -4.05 -1.64  0.000
H16 -2.09 -3.49 -0.31  0.002
H17 0.65 0.77 -4.31  0.002
H18 1.21 1.59 -2.84  0.001
H19 -0.27 2.12 -3.64  0.001

Properties
**Calculated total energy**: -42123.0216 eV
**Expectation value of S²**: 6.044
**Highest occupied orbital energy (spin up / spin down)**: -14.46 / -14.57 eV
**Spin multiplicity**: 5
**Total charge**: +2
**F_max**: 2.0 eV/A


# 5
ORCA calculation (ωB97M-V/def2-TZVPD) on 7 unconnected molecules or ions with the total composition C6H28N2O6.

Each line ends with the Löwdin charge.
CARTESIAN COORDINATES (ANGSTROEM)
C1 2.28 0.78 1.46  -0.092
C2 2.03 2.18 0.91  -0.249
N1 1.53 2.30 -0.46  -0.226
C3 2.26 1.48 -1.41  -0.111
C4 0.08 2.21 -0.61  -0.190
C5 -0.59 0.88 -0.21  -0.222
N2 -1.99 0.94 -0.61  -0.149
C6 -2.73 -0.28 -0.22  -0.089
H1 2.68 0.83 2.49  0.076
H2 1.38 0.19 1.54  0.049
H3 3.06 0.26 0.89  0.070
H4 1.32 2.72 1.56  0.119
H5 2.97 2.75 0.94  0.113
H6 1.95 1.69 -2.42  0.083
H7 3.33 1.68 -1.33  0.094
H8 2.10 0.40 -1.24  0.068
H9 -0.18 2.47 -1.64  0.119
H10 -0.39 3.02 -0.03  0.123
H11 -0.08 0.07 -0.74  0.105
H12 -0.47 0.64 0.85  0.103
H13 -2.41 1.76 -0.19  0.120
H14 -2.71 -0.46 0.86  0.077
H15 -2.27 -1.14 -0.69  0.076
H16 -3.76 -0.18 -0.55  0.082
O1 -1.76 0.66 -3.36  -0.075
H17 -2.62 0.38 -3.67  0.056
H18 -1.89 0.94 -2.42  0.019
O2 0.28 -3.20 -1.33  -0.081
H19 0.12 -2.47 -2.00  0.023
H20 0.94 -3.78 -1.74  0.059
O3 -1.83 0.25 3.56  -0.105
H21 -1.37 -0.62 3.59  -0.025
H22 -1.54 0.71 4.36  0.027
O4 0.15 -1.23 -3.28  -0.082
H23 0.93 -0.68 -3.12  0.031
H24 -0.60 -0.57 -3.33  0.016
O5 -0.42 -2.04 3.64  -0.074
H25 -0.38 -2.59 2.83  0.010
H26 0.47 -2.01 4.01  0.059
O6 -0.13 -3.44 1.33  -0.074
H27 0.28 -4.31 1.41  0.049
H28 -0.03 -3.20 0.37  0.018

Properties
**Calculated total energy**: -21942.1057 eV
**Highest occupied orbital energy**: -8.43 eV
**SMILES**: CCN(C)CCNC.O.O.O.O.O.O
**Spin multiplicity**: 1
**F_max**: 0.8 eV/A


# 6
ORCA calculation (ωB97M-V/def2-TZVPD) on a molecular structure, C20H26BrN4O5PtS.

Each line ends with the Löwdin charge.
CARTESIAN COORDINATES (ANGSTROEM)
Pt1 -0.30 0.13 0.29  1.148
Br1 -1.12 -3.05 0.48  0.849
C1 -0.64 -2.38 -1.21  -0.700
C2 -0.66 -3.24 -2.28  -0.088
C3 -0.35 -2.74 -3.54  -0.016
C4 -0.04 -1.40 -3.67  0.021
C5 -0.02 -0.60 -2.54  -0.143
N1 -0.31 -1.09 -1.32  -0.078
C6 0.30 0.90 -2.66  -0.677
O1 -0.42 1.51 -3.45  0.034
O2 1.19 1.33 -1.88  -0.061
H1 -0.92 -4.28 -2.13  0.109
H2 -0.36 -3.39 -4.40  0.124
H3 0.17 -0.94 -4.63  0.133
C7 3.78 -1.20 1.02  -0.059
C8 2.64 -0.24 0.76  -0.241
O3 1.36 -0.91 0.99  -0.257
H4 4.72 -0.70 0.82  0.091
H5 3.71 -2.07 0.37  0.088
H6 3.79 -1.53 2.06  0.083
H7 2.59 0.09 -0.28  0.103
H8 2.69 0.64 1.39  0.119
H9 1.30 -1.19 1.92  0.109
C9 -6.36 3.79 1.67  -0.035
C10 -4.89 3.51 1.80  -0.261
C11 -3.95 4.51 1.55  -0.028
C12 -2.59 4.25 1.68  -0.081
C13 -2.18 2.99 2.09  -0.426
C14 -3.10 1.98 2.33  -0.062
C15 -4.45 2.24 2.18  -0.019
S1 -0.44 2.69 2.22  1.005
C16 -0.25 2.86 3.99  -0.204
O4 -0.26 1.16 2.08  -0.666
H10 -6.55 4.70 1.11  0.081
H11 -6.82 3.90 2.65  0.094
H12 -6.88 2.97 1.17  0.085
H13 -4.28 5.49 1.25  0.121
H14 -1.86 5.02 1.46  0.117
H15 -2.76 0.98 2.60  0.122
H16 -5.17 1.46 2.36  0.130
H17 -0.92 2.15 4.48  0.074
H18 -0.50 3.88 4.26  0.073
H19 0.79 2.65 4.23  0.064
C17 -3.10 3.97 -2.38  0.000
N2 -2.92 2.78 -1.57  -0.061
C18 -3.87 1.70 -1.46  -0.003
C19 -3.07 0.64 -0.72  -0.460
O5 -3.45 -0.45 -0.38  0.081
N3 -1.80 1.16 -0.52  -0.017
C20 -1.75 2.40 -1.07  -0.426
N4 -0.66 3.16 -1.04  0.222
H20 -4.14 4.00 -2.71  0.101
H21 -2.46 3.95 -3.26  0.105
H22 -2.91 4.87 -1.80  0.092
H23 -4.17 1.32 -2.45  0.152
H24 -4.76 1.97 -0.89  0.135
H25 0.23 2.62 -1.15  0.081
H26 -0.69 3.97 -1.64  0.120

Properties
**Calculated total energy**: -121480.3415 eV
**Highest occupied orbital energy**: -11.32 eV
**Spin multiplicity**: 1
**Total charge**: +1
**F_max**: 0.1 eV/A